Computed, not measured: C20H28ClN3O2 as an isolated structure in a non-equilibrium geometry, with ωB97M-V with the def2-TZVPD basis set.

Calculated total energy ... -1553.23710 Eh
HOMO level ... -8.45 eV

XYZ file:
```
54
Properties=species:S:1:pos:R:3:nbo_charge:R:1
O -2.96173 -1.29670 0.34745 -0.661
C -1.94507 -1.44936 -0.33942 0.681
N -1.48455 -0.80591 -1.37670 -0.648
H -0.39727 -0.91456 -1.60804 0.464
C -1.86017 0.59031 -1.92699 -0.086
C -3.27029 0.10182 -2.31327 -0.394
H -3.91713 -0.19585 -1.37654 0.271
H -3.08378 -0.86849 -3.13898 0.196
C -3.99168 1.03990 -3.27125 -0.424
H -3.44184 1.50831 -4.04106 0.204
C -4.63614 2.07302 -2.36020 -0.420
C -3.67998 3.42303 -2.54436 -0.397
H -3.90722 4.20392 -3.54941 0.196
H -4.16210 4.17525 -1.68392 0.195
C -2.18658 3.40387 -2.53779 -0.390
H -1.80366 4.41230 -2.47405 0.217
H -1.91163 2.92724 -3.19625 0.145
C -1.66579 2.95662 -1.01080 -0.383
C -2.16574 1.42327 -0.78426 -0.347
H -1.42403 1.16037 0.24147 0.177
H -2.98651 1.44953 -0.30561 0.190
H -1.98314 3.48635 -0.12154 0.213
H -0.65395 2.85790 -1.13869 0.186
H -4.74431 1.92563 -1.16958 0.227
H -5.56776 2.33466 -2.96680 0.223
H -4.98566 0.59157 -3.72118 0.203
H -1.24960 0.97168 -2.57858 0.207
C -0.94581 -2.78577 0.09319 -0.265
N 0.27818 -2.10829 1.04017 -0.437
C 1.20553 -1.35309 0.36658 0.799
O 1.43505 -1.43389 -0.93719 -0.742
N 2.03987 -0.77893 1.19971 -0.423
C 3.20407 -0.22338 1.08397 -0.226
C 4.41323 -0.78692 1.86168 -0.024
C 5.10785 -0.15277 2.85268 -0.249
C 5.92051 -0.99054 3.57695 -0.159
C 6.37546 -2.17814 3.19711 -0.175
C 5.50225 -2.86119 2.64897 -0.253
C 4.62771 -2.28684 1.68740 -0.054
Cl 3.78259 -3.30772 0.60329 0.058
H 5.72490 -3.79770 2.34796 0.215
H 7.08095 -2.74404 4.21095 0.206
H 6.67876 -0.25401 4.38644 0.189
H 4.91940 0.95794 3.05092 0.237
H 3.53434 -0.38694 -0.01705 0.262
H 3.13307 0.97667 1.27957 0.171
C 1.40181 -0.96292 2.62242 -0.161
H 2.06437 -1.58420 3.12785 0.189
C 0.09757 -1.87384 2.19291 -0.168
H -0.68125 -1.21628 2.55561 0.157
H -0.06551 -2.72934 2.84307 0.177
H 1.31127 -0.22714 3.15166 0.168
H -0.60698 -3.14648 -0.91413 0.253
H -1.47188 -3.24993 0.83368 0.211
```


Computed, not measured: an isolated molecule of C7H7FO in a non-equilibrium geometry, with ωB97M-V with the def2-TZVPD basis set.

Calculated total energy ... -445.88256 Eh
HOMO level ... -9.44 eV
SMILES ... C#C/C=C\[C@]1(F)O[C@H]1C

XYZ file:
```
16
Properties=species:S:1:pos:R:3:nbo_charge:R:1
C -2.61842 -0.31822 0.35796 -0.047
C -2.13668 -1.28400 -0.51325 -0.278
C -3.14909 0.46680 1.08244 -0.168
C -0.88420 -1.63846 -0.57296 -0.184
C 0.82169 0.27271 0.06556 0.032
C 0.26464 -1.04246 0.26770 0.532
C 2.25395 0.59121 0.32369 -0.657
O 0.00177 -0.06210 1.11577 -0.442
F 1.14098 -2.00406 0.76742 -0.353
H 0.35141 0.75199 -0.78913 0.181
H -2.81973 -1.80087 -1.27210 0.245
H -3.29652 1.31750 1.62770 0.222
H -0.42174 -2.36874 -1.35055 0.225
H 2.83054 -0.20097 0.85574 0.241
H 2.31092 1.61598 0.87487 0.226
H 2.92929 0.69246 -0.61429 0.227
```


Computed, not measured: C13H17OP as an isolated structure in a non-equilibrium geometry, with ωB97M-V with the def2-TZVPD basis set.

Calculated total energy ... -922.06037 Eh
HOMO level ... -8.11 eV

XYZ file:
```
32
Properties=species:S:1:pos:R:3:nbo_charge:R:1
C 3.23239 1.91701 0.82930 -0.202
C 3.38725 0.65369 0.21340 -0.225
C 2.08545 2.30834 1.56205 -0.224
C 2.23635 -0.13818 0.14496 -0.195
C 0.96969 1.58137 1.32179 -0.210
C 1.01398 0.37058 0.58295 -0.075
C -1.70217 -2.03918 1.41803 -0.392
C -1.12013 -0.65200 1.52796 -0.443
C -1.63465 -2.56034 -0.04696 -0.731
C -0.20549 -0.42321 0.42839 -0.304
C -0.97176 0.12118 -1.29591 -0.334
C -2.44777 0.54051 -1.24673 -0.645
C -0.07625 0.98485 -2.17172 -0.648
O 0.60642 -2.21275 -1.90734 -1.051
P -0.41833 -1.54398 -1.01139 1.868
H 4.09309 2.61319 0.72745 0.208
H 4.16296 0.22400 -0.37523 0.226
H 2.33700 3.23949 2.17900 0.232
H 2.13219 -1.08891 -0.36316 0.237
H 0.04658 1.89127 1.85954 0.208
H -0.99319 -2.61186 2.03104 0.218
H -2.74508 -2.13842 1.80501 0.224
H -1.92585 0.11893 1.46310 0.195
H -0.65541 -0.41040 2.42070 0.231
H -1.01172 -3.49016 -0.08554 0.252
H -2.36964 -2.63574 -0.69203 0.223
H -2.69624 1.09468 -0.36895 0.218
H -3.14628 -0.34548 -1.36127 0.213
H -2.68181 1.00887 -2.26263 0.233
H -0.09908 0.69082 -3.32249 0.234
H 0.95175 0.84233 -1.83593 0.240
H -0.35424 2.08951 -2.16738 0.219
```